(1)
Molecular formula: ClH5OSi2
Method: DFT, ωB97M-V with the def2-TZVPD basis set

```
! wB97M-V def2-TZVPD RIJCOSX def2/J DEFGRID3
* xyz 0 1
Si -0.83 1.12 -0.87
O 0.50 0.47 -0.27
Si 1.04 -1.20 0.87
Cl -0.53 -1.58 1.99
H -0.60 2.56 -0.79
H -1.01 0.67 -2.25
H -2.02 0.75 -0.09
H 2.16 -0.60 1.57
H 1.28 -2.18 -0.16
*
```

Summary:
- HOMO level (eV) = -10.1
- SMILES = [SiH3]O[SiH2]Cl

Results of the Löwdin charge analysis, in e, for atoms 1 through 6: number 1, Si, carries 0.369; number 2, O, carries -0.617; number 3, Si, carries 0.289; number 4, Cl, carries 0.329; number 5, H, carries -0.077; number 6, H, carries -0.084



(2)
Molecular formula: ClHNO2P
Method: DFT, ωB97M-V with the def2-TZVPD basis set

```
! wB97M-V def2-TZVPD RIJCOSX def2/J DEFGRID3
* xyz 0 1
N 3.10 -1.60 -1.62
O 0.90 -3.29 0.86
O 2.23 -2.19 -0.96
P 1.86 -3.69 -0.14
Cl 0.39 0.29 0.82
H 0.40 -0.76 1.58
*
```

Summary:
- HOMO level (alpha / beta) (eV) = -9.1 / -8.8

In the Löwdin picture, each atom carries the following charge in e: number 1, N, carries 0.056; number 2, O, carries -0.458; number 3, O, carries -0.513; number 4, P, carries 0.907; number 5, Cl, carries 0.253; number 6, H, carries -0.245



(3)
Molecular formula: ClHNO2P
Method: DFT, ωB97M-V with the def2-TZVPD basis set

```
! wB97M-V def2-TZVPD RIJCOSX def2/J DEFGRID3
* xyz 0 3
N 1.33 -0.36 0.49
O 1.12 -1.47 0.16
O 2.22 0.37 0.76
P -1.06 0.95 -0.93
Cl -2.02 0.96 0.86
H -1.58 -0.45 -1.34
*
```

Summary:
- HOMO level (alpha / beta) (eV) = -8.6 / -10.4

In the Löwdin picture, each atom carries the following charge in e: number 1, N, carries -0.284; number 2, O, carries 0.088; number 3, O, carries 0.101; number 4, P, carries 0.263; number 5, Cl, carries -0.021; number 6, H, carries -0.147



(4)
Molecular formula: ClHNO2S
Method: DFT, ωB97M-V with the def2-TZVPD basis set

```
! wB97M-V def2-TZVPD RIJCOSX def2/J DEFGRID3
* xyz -1 1
N -0.57 -0.52 0.53
O 1.87 -0.11 0.62
O 0.60 1.54 -0.72
S 0.97 0.14 -0.55
Cl -1.73 -1.43 -0.55
H -1.13 0.37 0.68
*
```

Summary:
- HOMO level (eV) = -4.2

In the Löwdin picture, each atom carries the following charge in e: number 1, N, carries -0.612; number 2, O, carries -0.596; number 3, O, carries -0.571; number 4, S, carries 0.580; number 5, Cl, carries 0.225; number 6, H, carries -0.026



(5)
Molecular formula: ClHNO2S
Method: DFT, ωB97M-V with the def2-TZVPD basis set

```
! wB97M-V def2-TZVPD RIJCOSX def2/J DEFGRID3
* xyz -1 3
N -0.52 0.08 0.49
O 1.73 0.97 2.34
O 2.54 -0.81 0.90
S 1.46 -0.37 1.79
Cl -1.66 -1.03 1.14
H -0.34 -0.19 -0.38
*
```

Summary:
- HOMO level (alpha / beta) (eV) = -0.7 / -4.6

In the Löwdin picture, each atom carries the following charge in e: number 1, N, carries -0.468; number 2, O, carries -0.627; number 3, O, carries -0.638; number 4, S, carries 0.487; number 5, Cl, carries 0.362; number 6, H, carries -0.115



(6)
Molecular formula: ClHNO3P
Method: DFT, ωB97M-V with the def2-TZVPD basis set

```
! wB97M-V def2-TZVPD RIJCOSX def2/J DEFGRID3
* xyz 0 3
N -0.83 1.13 -0.10
O 1.20 -1.39 -0.91
O -1.10 -0.30 -0.25
O 0.60 1.01 0.06
P 0.48 -0.60 0.15
Cl 0.67 -1.19 2.05
H -1.03 1.34 -1.00
*
```

Summary:
- HOMO level (alpha / beta) (eV) = -5.7 / -11.5

Results of the Löwdin charge analysis, in e, for atoms 1 through 6: number 1, N, carries 0.045; number 2, O, carries -0.322; number 3, O, carries -0.185; number 4, O, carries -0.187; number 5, P, carries 0.149; number 6, Cl, carries 0.416



(7)
Molecular formula: ClHNP
Method: DFT, ωB97M-V with the def2-TZVPD basis set

```
! wB97M-V def2-TZVPD RIJCOSX def2/J DEFGRID3
* xyz 0 1
N -3.93 0.74 -0.55
P -3.44 -0.38 0.24
Cl 0.02 -1.21 -0.21
H 0.39 -0.01 0.01
*
```

Summary:
- HOMO level (eV) = -11.4
- SMILES = N#P.Cl

In the Löwdin picture, each atom carries the following charge in e: number 1, N, carries -0.555; number 2, P, carries 0.573; number 3, Cl, carries 0.222; number 4, H, carries -0.240



(8)
Molecular formula: ClMg
Method: DFT, ωB97M-V with the def2-TZVPD basis set

```
! wB97M-V def2-TZVPD RIJCOSX def2/J DEFGRID3
* xyz 1 1
Mg -5.20 11.07 -1.96
Cl -2.88 11.87 -1.26
*
```

Summary:
- HOMO level (eV) = -15.3

In the Löwdin picture, each atom carries the following charge in e: number 1, Mg, carries 1.199; number 2, Cl, carries -0.199



Max |F| in Eh/bohr, matching the order above: 0.1109; 0.0355; 0.0409; 0.0620; 0.1134; 0.1040; 0.0217; 0.0602